one | ORCA calculation (the ωB97M-V functional and the def2-TZVPD basis) on a gas-phase ion, C4H2ClO2 (charge -1).

Values from the calculation:
Gap between HOMO and LUMO ... 6.6 eV
SMILES ... C=C([O-])C(Cl)=C=O
Charge ... -1

```
9
Properties=species:S:1:pos:R:3:lowdin_charge:R:1
C 0.61 -0.91 -0.30 -0.646
C 0.58 -0.88 -1.56 -0.266
C -0.52 -0.10 0.60 -0.663
C -0.50 1.25 0.46 -0.067
O 0.12 -0.72 -2.65 0.075
O -1.19 -0.81 1.34 -0.087
Cl 1.64 -1.68 0.83 0.626
H 0.27 2.04 0.08 0.052
H -1.01 1.80 1.19 -0.023
```



two | ORCA calculation (the ωB97M-V functional and the def2-TZVPD basis) on a gas-phase ion, C4H2ClO2 (charge -1).

Values from the calculation:
Gap between HOMO and LUMO ... 6.8 eV
SMILES ... O=C=C/C([O-])=C/Cl
Charge ... -1

```
9
Properties=species:S:1:pos:R:3:lowdin_charge:R:1
C -0.53 -0.06 0.74 -0.056
C -0.57 -1.33 0.67 -0.261
C -0.83 0.71 -0.59 -0.659
C -0.04 0.23 -1.58 -0.594
O -0.61 -2.50 0.47 0.086
O -1.72 1.58 -0.55 -0.093
Cl -0.08 0.93 -3.19 0.454
H -0.44 0.55 1.61 0.093
H 0.75 -0.48 -1.45 0.031
```



Preferred: two; penalty for the next structure: 130.1 kJ/mol.



one | ORCA calculation (the ωB97M-V functional and the def2-TZVPD basis) on a gas-phase ion, C6H11O (charge -1).

Values from the calculation:
Gap between HOMO and LUMO ... 5.7 eV
SMILES ... C/C=C/CCC[O-]
Charge ... -1

```
18
Properties=species:S:1:pos:R:3:lowdin_charge:R:1
C -2.32 0.06 1.19 -0.620
O -3.37 -0.34 1.90 -0.348
C -1.74 -0.93 0.15 -0.234
C -0.70 -0.33 -0.84 -0.241
C 0.52 0.27 -0.22 -0.124
C 1.74 0.11 -0.74 -0.198
C 3.01 0.69 -0.22 -0.143
H -2.30 1.05 0.61 0.083
H -1.44 0.29 1.86 0.066
H -2.65 -1.21 -0.42 0.096
H -1.28 -1.81 0.60 0.092
H -1.31 0.39 -1.40 0.099
H -0.44 -1.14 -1.53 0.092
H 0.33 0.90 0.64 0.101
H 1.83 -0.80 -1.34 0.092
H 2.81 1.64 0.29 0.066
H 3.60 0.09 0.48 0.063
H 3.69 1.06 -1.00 0.058
```



two | ORCA calculation (the ωB97M-V functional and the def2-TZVPD basis) on a gas-phase ion, C6H11O (charge -1).

Values from the calculation:
Gap between HOMO and LUMO ... 5.8 eV
SMILES ... C/C=C/CCC[O-]
Charge ... -1

```
18
Properties=species:S:1:pos:R:3:lowdin_charge:R:1
C 0.26 -0.87 1.86 -0.592
O -0.06 -0.67 3.14 -0.369
C -0.92 -0.62 0.87 -0.231
C -0.62 -1.05 -0.56 -0.240
C 0.29 -0.12 -1.32 -0.140
C 0.00 1.14 -1.62 -0.189
C 0.96 2.06 -2.34 -0.131
H 0.64 -1.91 1.62 0.074
H 1.09 -0.19 1.49 0.078
H -1.79 -1.13 1.29 0.092
H -1.12 0.46 0.91 0.090
H -0.15 -2.04 -0.55 0.087
H -1.53 -1.18 -1.16 0.093
H 1.30 -0.42 -1.60 0.102
H -0.91 1.63 -1.28 0.097
H 1.35 1.61 -3.26 0.059
H 1.81 2.30 -1.71 0.064
H 0.47 2.99 -2.65 0.054
```



three | ORCA calculation (the ωB97M-V functional and the def2-TZVPD basis) on 2 unconnected molecules or ions with the total composition C6H11O.

Values from the calculation:
Gap between HOMO and LUMO ... 4.6 eV
Charge ... -1

```
18
Properties=species:S:1:pos:R:3:lowdin_charge:R:1
C -3.53 0.18 -0.56 -0.629
O -4.55 -0.20 0.26 -0.411
C -2.20 0.28 0.23 -0.161
C 2.12 1.08 -0.64 0.080
C 1.89 0.17 0.30 -0.445
C 1.39 -0.40 1.41 0.013
C 3.15 -0.51 -0.49 -0.094
H -3.77 1.17 -1.04 0.057
H -3.33 -0.51 -1.42 0.053
H -1.31 -0.15 -0.23 0.024
H -2.36 -0.22 1.20 0.043
H 1.54 1.07 -1.57 0.061
H -2.02 1.32 0.57 0.040
H 1.91 -1.21 1.89 0.048
H 0.78 0.28 1.98 0.054
H 4.07 -0.17 -0.05 0.078
H 3.10 -0.61 -1.57 0.083
H 3.09 -1.58 -0.26 0.105
```



Preferred: two; penalty for the next structure: 26.2 kJ/mol.



one | ORCA calculation (the ωB97M-V functional and the def2-TZVPD basis) on a single C5H11NS molecule.

Values from the calculation:
Gap between HOMO and LUMO ... 9.2 eV
SMILES ... C[C@H]1CN[C@H]1CS

```
18
Properties=species:S:1:pos:R:3:lowdin_charge:R:1
C -0.88 1.60 -0.38 -0.070
C -1.03 0.21 0.21 -0.283
C -1.10 -0.97 -0.76 -0.207
C 0.32 -0.46 0.75 -0.368
C 1.70 0.09 0.93 -0.521
H -0.06 1.70 -1.00 0.031
H -1.82 1.80 -0.92 0.086
H -0.74 2.38 0.37 0.080
H -1.86 0.11 1.02 0.156
H -1.98 -1.56 -0.60 0.103
H -1.00 -0.65 -1.79 0.103
H 0.30 -2.49 -0.15 0.113
H -0.03 -1.07 1.70 0.155
H 1.63 1.09 1.42 0.084
H 2.27 -0.65 1.55 0.078
H 1.49 0.23 -1.35 -0.178
N 0.19 -1.50 -0.35 -0.076
S 2.59 0.10 -0.65 0.716
```



two | ORCA calculation (the ωB97M-V functional and the def2-TZVPD basis) on a single C5H11NS molecule.

Values from the calculation:
Gap between HOMO and LUMO ... 9.3 eV
SMILES ... CS/C(C)=C\CN

```
18
Properties=species:S:1:pos:R:3:lowdin_charge:R:1
C 0.76 1.89 1.41 -0.444
C -0.50 -0.28 0.54 -0.558
C -0.75 -0.45 2.10 -0.128
C -0.30 -1.38 -0.20 -0.116
C 0.00 -1.02 -1.71 -0.346
H 1.87 1.66 1.43 0.065
H 0.16 1.92 2.44 0.086
H 0.90 2.96 1.35 -0.003
H -1.23 -1.40 2.20 0.048
H 0.19 -0.38 2.78 0.108
H -1.62 0.11 2.22 0.040
H -0.23 -2.50 0.32 0.171
H 0.27 0.04 -1.76 0.022
H -0.91 -1.19 -2.22 0.080
H 1.75 -1.99 -1.54 0.088
H 1.29 -1.72 -3.32 0.109
N 0.98 -1.95 -2.29 -0.065
S -0.28 1.47 -0.05 0.844
```



Preferred: one; penalty for the next structure: 114.6 kJ/mol.



one | ORCA calculation (the ωB97M-V functional and the def2-TZVPD basis) on a molecular structure, C22H30N7PSTeZr.

Values from the calculation:
Gap between HOMO and LUMO ... 5.5 eV
Charge ... +2

```
63
Properties=species:S:1:pos:R:3:lowdin_charge:R:1
Zr -1.25 0.65 0.49 1.065
N -5.26 -0.40 -0.53 0.137
C -4.22 0.28 -0.08 -0.833
S -3.51 -0.19 1.45 0.607
N -3.80 1.34 -0.75 0.023
N -2.72 1.94 -0.24 -0.311
C -2.51 3.22 -0.27 -0.026
C -1.35 3.68 0.45 -0.251
C -1.06 5.04 0.60 0.041
C 0.02 5.43 1.38 0.016
C 0.80 4.44 1.97 0.011
C 0.47 3.11 1.78 -0.087
N -0.59 2.72 1.05 -0.064
H -5.77 -1.02 0.09 0.118
H -5.74 -0.07 -1.36 0.133
H -3.19 3.91 -0.76 0.161
H -1.70 5.78 0.13 0.135
H 0.24 6.47 1.52 0.134
H 1.64 4.69 2.60 0.131
H 1.08 2.34 2.25 0.126
C -1.61 -4.80 -1.68 -0.156
N -2.58 -4.45 -0.67 -0.146
C -2.12 -4.94 0.62 -0.158
N -0.83 -4.36 0.96 -0.146
C 0.14 -4.67 -0.08 -0.158
N -0.31 -4.23 -1.38 -0.154
C -0.28 -2.81 -1.54 -0.320
P -1.43 -1.94 -0.28 0.865
C -2.93 -3.06 -0.65 -0.306
C -0.91 -2.96 1.24 -0.314
H -1.95 -4.46 -2.66 0.139
H -1.50 -5.89 -1.71 0.143
H -2.02 -6.02 0.56 0.143
H -2.85 -4.68 1.39 0.139
H 0.29 -5.75 -0.10 0.143
H 1.10 -4.20 0.17 0.137
H -0.62 -2.54 -2.54 0.099
H 0.75 -2.45 -1.44 0.085
H -3.36 -2.78 -1.62 0.103
H -3.66 -2.88 0.14 0.072
H -1.65 -2.77 2.03 0.092
H 0.08 -2.63 1.61 0.078
C 5.92 1.47 0.74 -0.024
C 4.49 1.59 0.35 -0.243
C 4.07 2.49 -0.62 0.020
C 2.79 2.48 -1.15 -0.314
C 2.44 3.44 -2.24 -0.082
C 1.88 1.52 -0.69 -0.481
Te 0.11 1.09 -1.89 1.026
C 2.23 0.71 0.39 -0.342
C 1.32 -0.34 1.00 -0.124
C 3.53 0.76 0.90 -0.003
H 6.43 2.43 0.71 0.090
H 6.42 0.82 0.02 0.103
H 6.05 1.02 1.72 0.087
H 4.80 3.19 -1.01 0.132
H 3.13 4.28 -2.26 0.090
H 1.43 3.82 -2.12 0.053
H 2.50 2.93 -3.20 0.091
H 0.38 0.09 1.49 0.006
H 1.87 -0.86 1.79 0.113
H 1.06 -1.07 0.22 0.037
H 3.81 0.09 1.70 0.125
```



two | ORCA calculation (the ωB97M-V functional and the def2-TZVPD basis) on a molecular structure, C22H30N7PSTeZr.

Values from the calculation:
Gap between HOMO and LUMO ... 5.8 eV
Charge ... +2

```
63
Properties=species:S:1:pos:R:3:lowdin_charge:R:1
Zr -1.24 -0.68 0.18 0.877
N -4.45 -2.57 2.61 0.138
C -3.68 -2.19 1.61 -0.759
S -3.22 -0.46 1.58 0.574
N -3.33 -3.06 0.69 0.028
N -2.53 -2.48 -0.25 -0.193
C -2.44 -3.03 -1.40 -0.025
C -1.63 -2.38 -2.43 -0.248
C -1.53 -2.88 -3.71 0.035
C -0.77 -2.19 -4.65 0.015
C -0.12 -1.03 -4.27 -0.002
C -0.26 -0.59 -2.96 -0.089
N -0.99 -1.24 -2.06 -0.063
H -4.76 -1.92 3.32 0.112
H -4.78 -3.52 2.66 0.135
H -2.99 -3.95 -1.61 0.154
H -2.05 -3.79 -3.98 0.138
H -0.68 -2.57 -5.66 0.136
H 0.49 -0.46 -4.96 0.130
H 0.25 0.31 -2.63 0.117
C -0.77 4.82 -1.18 -0.160
N 0.09 4.34 -0.10 -0.139
C -0.48 4.75 1.19 -0.158
N -1.86 4.30 1.37 -0.138
C -2.68 4.78 0.25 -0.158
N -2.16 4.38 -1.06 -0.142
C -2.30 2.94 -1.28 -0.302
P -1.32 2.02 -0.02 0.875
C 0.31 2.91 -0.17 -0.306
C -1.95 2.86 1.52 -0.315
H -0.37 4.50 -2.14 0.134
H -0.77 5.91 -1.16 0.140
H -0.48 5.84 1.23 0.141
H 0.13 4.37 2.00 0.137
H -2.69 5.87 0.29 0.141
H -3.70 4.42 0.37 0.137
H -1.95 2.69 -2.29 0.094
H -3.35 2.66 -1.22 0.102
H 0.79 2.66 -1.11 0.093
H 0.96 2.58 0.64 0.084
H -1.34 2.52 2.37 0.090
H -2.98 2.56 1.70 0.083
C 5.81 -3.44 0.48 -0.030
C 4.54 -2.74 0.87 -0.240
C 4.55 -1.64 1.71 0.012
C 3.38 -0.99 2.11 -0.315
C 3.47 0.19 3.05 -0.088
C 2.17 -1.47 1.62 -0.499
Te 0.37 -0.62 2.36 1.021
C 2.12 -2.58 0.77 -0.325
C 0.82 -3.11 0.26 -0.105
C 3.31 -3.20 0.41 0.001
H 6.68 -2.89 0.82 0.083
H 5.88 -3.55 -0.60 0.089
H 5.85 -4.44 0.91 0.095
H 5.50 -1.27 2.08 0.127
H 4.51 0.45 3.24 0.087
H 3.00 -0.04 4.00 0.079
H 2.98 1.07 2.63 0.061
H 0.35 -2.33 -0.38 0.005
H 0.12 -3.39 1.06 0.073
H 0.93 -3.96 -0.42 0.102
H 3.27 -4.07 -0.25 0.128
```



Preferred: two; penalty for the next structure: 143.6 kJ/mol.



one | ORCA calculation (the ωB97M-V functional and the def2-TZVPD basis) on 2 unconnected molecules or ions with the total composition C3H12NSi.

Values from the calculation:
Gap between HOMO and LUMO ... 10.1 eV
Charge ... +1

```
17
Properties=species:S:1:pos:R:3:lowdin_charge:R:1
C 0.01 0.32 -1.48 -0.212
C 0.11 0.60 1.62 -0.003
C -0.76 -0.34 -0.32 -0.326
N 1.01 1.57 0.93 0.066
Si -0.79 -2.25 -0.25 0.651
H 1.07 0.23 -1.44 0.052
H -0.20 1.37 -1.69 0.078
H -0.26 -0.15 -2.46 0.110
H 0.76 -0.09 2.23 0.100
H -0.57 1.08 2.24 0.050
H -1.80 0.21 -0.33 0.105
H 1.78 2.06 1.42 0.175
H 0.46 2.32 0.57 0.123
H 1.40 1.11 -0.06 0.187
H -0.17 -2.72 -1.57 -0.052
H -2.29 -2.65 -0.17 -0.038
H 0.25 -2.67 0.77 -0.066
```



two | ORCA calculation (the ωB97M-V functional and the def2-TZVPD basis) on a gas-phase ion, C3H12NSi (charge +1).

Values from the calculation:
Gap between HOMO and LUMO ... 11.5 eV
SMILES ... C[SiH](C)C[NH3+]
Charge ... +1

```
17
Properties=species:S:1:pos:R:3:lowdin_charge:R:1
C 2.18 -1.10 -0.17 -0.173
C 0.47 1.91 0.06 -0.247
C -0.91 -0.91 -0.50 -0.158
N -2.29 -0.33 0.13 0.159
Si 0.69 0.01 0.42 0.728
H 2.49 -1.65 0.72 0.044
H 1.94 -1.80 -0.89 0.001
H 3.06 -0.64 -0.44 -0.002
H -0.55 2.32 0.29 0.025
H 1.05 2.47 0.79 0.019
H 0.68 2.35 -0.95 0.054
H -0.88 -0.65 -1.60 0.105
H -1.09 -1.94 -0.43 0.047
H -2.93 -0.45 -0.55 0.087
H -2.44 -0.48 1.09 0.131
H -1.98 0.75 0.10 0.178
H 0.51 0.15 1.94 0.003
```



three | ORCA calculation (the ωB97M-V functional and the def2-TZVPD basis) on 2 unconnected molecules or ions with the total composition C3H12NSi.

Values from the calculation:
Gap between HOMO and LUMO ... 12.0 eV
Charge ... +1

```
17
Properties=species:S:1:pos:R:3:lowdin_charge:R:1
C 0.76 -1.39 -0.11 0.012
C 1.82 0.78 0.13 -0.026
C -0.56 0.57 0.38 -0.355
N 0.56 0.12 -0.42 -0.236
Si -2.43 0.00 -0.03 0.731
H 1.43 -1.51 0.75 0.109
H -0.22 -1.84 0.05 0.059
H 1.25 -1.89 -0.95 0.111
H 1.68 1.40 1.06 0.119
H 2.65 0.03 0.25 0.114
H 2.21 1.42 -0.68 0.106
H -0.40 2.05 0.18 0.235
H -0.40 0.32 1.38 0.043
H 0.54 0.26 -1.41 0.167
H -2.56 0.18 -1.46 -0.082
H -3.06 0.87 0.97 -0.043
H -2.40 -1.50 -0.12 -0.063
```



Preferred: two; penalty for the next structure: 185.1 kJ/mol.